1.
ORCA calculation (wB97M-V/def2-TZVPD) on a molecular structure, C10H12HgO5 at a distorted geometry.

Computed properties:
Kohn-Sham gap: 9.050 eV
E_HOMO: -17.7 eV
ΔE to the lowest compared entry with this formula, charge and spin: 0.061 eV
Net charge: +2
LUMO energy: -8.7 eV

The geometry in XYZ format:
```
28
C10H12HgO5, DFT wB97M-V/def2-TZVPD
Hg 0.249 0.125 -0.040
C -2.166 -0.941 0.791
O -3.156 -1.428 1.079
C -1.455 1.520 -1.654
O -2.109 2.124 -2.368
C 0.297 -1.653 -1.926
O 0.307 -2.612 -2.519
C -0.081 1.831 1.818
O -0.331 2.603 2.606
C 2.532 0.578 -0.286
H 2.743 0.876 0.744
H 2.876 -0.422 -0.560
C 1.860 1.406 -1.191
H 1.634 1.094 -2.212
H 1.492 2.400 -0.930
C -0.177 -3.492 2.408
C 1.101 -2.903 3.078
C 1.267 -1.594 2.303
O 0.983 -2.005 0.915
C 0.143 -3.214 0.915
H -0.399 -4.558 2.625
H -1.061 -2.884 2.714
H 1.956 -3.524 2.740
H 1.080 -2.771 4.176
H 0.572 -0.817 2.692
H 2.238 -1.076 2.260
H 0.722 -4.035 0.429
H -0.763 -3.078 0.286
```

=====

2.
ORCA calculation (wB97M-V/def2-TZVPD) on C4H7NO in the gas phase at a distorted geometry.

Computed properties:
Kohn-Sham gap: 9.278 eV
E_HOMO: -8.3 eV
ΔE to the lowest compared entry with this formula, charge and spin: 4.485 eV
SMILES: [O-][NH+]=C1CCC1
LUMO energy: 1.0 eV

The geometry in XYZ format:
```
13
C4H7NO, DFT wB97M-V/def2-TZVPD
O -1.429 -1.496 -1.914
N -1.120 -1.449 -0.647
C -0.437 -0.486 -0.093
C 0.184 0.703 -0.800
C 0.976 0.992 0.508
C 0.165 -0.113 1.251
H -1.600 -2.343 -0.541
H 0.772 0.467 -1.693
H -0.534 1.490 -1.065
H 2.042 0.757 0.425
H 0.884 2.006 0.913
H 0.749 -0.888 1.753
H -0.562 0.295 1.963
```

=====

3.
ORCA calculation (wB97M-V/def2-TZVPD) on a gas-phase ion, C4H12N2 (charge -1) at a distorted geometry.

Computed properties:
Spin multiplicity: 2
Kohn-Sham gap (spin up / spin down): 2.560 / 9.295 eV
E_HOMO (spin up / spin down): 1.5 / -4.9 eV
ΔE to the lowest compared entry with this formula, charge and spin: 2.173 eV
Net charge: -1
LUMO energy (spin up / spin down): 4.1 / 4.4 eV

The geometry in XYZ format:
```
18
C4H12N2, DFT wB97M-V/def2-TZVPD
C 2.781 0.107 -0.006
N 1.632 -0.031 0.875
C 0.466 0.747 0.520
C -0.450 0.153 -0.508
N -1.858 0.279 0.036
C -2.817 -0.737 -0.435
H 3.372 1.043 0.203
H 2.826 0.243 -1.095
H 3.555 -0.600 0.283
H 1.508 -0.970 1.227
H 0.004 1.193 1.414
H 0.808 1.758 0.064
H -0.512 0.506 -1.536
H -0.283 -0.911 -0.540
H -1.759 0.186 1.041
H -3.257 -1.062 0.518
H -3.420 -0.205 -1.168
H -2.598 -1.699 -0.893
```

=====

4.
ORCA calculation (wB97M-V/def2-TZVPD) on 2 unconnected molecules or ions with the total composition C2H7N2O at a distorted geometry.

Computed properties:
Kohn-Sham gap: 9.702 eV
E_HOMO: -14.9 eV
ΔE to the lowest compared entry with this formula, charge and spin: 2.193 eV
Net charge: +1
LUMO energy: -5.2 eV

The geometry in XYZ format:
```
12
C2H7N2O, DFT wB97M-V/def2-TZVPD
C -1.458 0.084 1.906
N -0.195 -0.014 2.088
H -2.110 -0.146 2.746
H -1.786 0.863 1.235
H 0.386 -0.419 1.153
H 0.182 -0.254 3.014
C 0.751 0.272 -1.307
N 0.658 -0.163 -2.541
O 0.237 -0.126 -0.246
H 1.179 1.299 -1.225
H 0.214 -1.049 -2.730
H 1.194 0.368 -3.221
```

=====

5.
ORCA calculation (wB97M-V/def2-TZVPD) on C5H11NO in the gas phase at a distorted geometry.

Computed properties:
Kohn-Sham gap: 9.536 eV
E_HOMO: -8.6 eV
ΔE to the lowest compared entry with this formula, charge and spin: 3.499 eV
SMILES: CC(C)/C=[N+](/C)[O-]
LUMO energy: 1.0 eV

The geometry in XYZ format:
```
18
C5H11NO, DFT wB97M-V/def2-TZVPD
C -0.172 0.442 -0.513
C 1.025 -1.281 1.109
C 0.300 0.946 2.101
C -0.818 0.372 -2.777
C -0.018 -0.184 1.159
N -0.753 -0.230 -1.433
O -1.264 -1.370 -1.310
H 0.245 1.415 -0.691
H 1.994 -0.885 0.818
H 0.725 -2.045 0.398
H 1.119 -1.747 2.089
H 1.292 1.343 1.913
H -0.430 1.749 2.011
H 0.266 0.568 3.127
H 0.010 -0.009 -3.377
H -0.761 1.457 -2.721
H -1.752 0.065 -3.241
H -1.007 -0.604 1.338
```

=====

6.
ORCA calculation (wB97M-V/def2-TZVPD) on 7 unconnected molecules or ions with the total composition C12H14B2Br2N2O22 at a distorted geometry.

Computed properties:
Kohn-Sham gap: 7.855 eV
E_HOMO: -4.3 eV
ΔE to the lowest compared entry with this formula, charge and spin: 0.315 eV
Net charge: -2
LUMO energy: 3.5 eV

The geometry in XYZ format:
```
54
C12H14B2Br2N2O22, DFT wB97M-V/def2-TZVPD
N -1.648 -0.370 -1.530
H -0.833 -0.659 -2.065
H -2.272 -1.208 -1.447
H -2.172 0.389 -1.946
H -1.379 -0.158 -0.560
N -2.339 -3.569 1.163
H -1.411 -3.808 0.788
H -2.994 -4.340 1.154
H -2.661 -2.798 0.542
H -2.373 -3.029 2.046
O 0.314 -2.312 -1.826
C 1.166 -2.523 -1.007
O 2.181 -1.759 -0.685
B 3.026 -2.560 0.223
O 2.199 -3.667 0.699
C 1.095 -3.708 -0.015
O 0.186 -4.493 0.054
O 3.513 -1.794 1.382
C 4.780 -1.471 1.224
O 5.446 -0.730 1.886
C 5.305 -2.289 0.019
O 4.277 -2.954 -0.482
O 6.431 -2.268 -0.387
O -3.171 2.696 1.865
C -2.054 3.047 1.655
O -1.328 3.876 2.397
B -0.001 4.078 1.837
O -0.068 3.523 0.444
C -1.226 2.913 0.319
O -1.675 2.439 -0.695
O 0.355 5.484 1.885
C 1.361 5.698 2.726
O 1.855 6.768 2.939
C 1.733 4.317 3.332
O 1.072 3.418 2.633
O 2.581 4.120 4.154
O -0.421 0.337 3.044
C -1.039 -0.627 2.308
O -0.637 -0.739 1.123
O -2.038 -1.221 2.764
H -0.886 0.323 3.890
O -5.020 -4.002 -1.519
C -4.497 -2.923 -0.849
O -3.379 -2.487 -1.302
O -4.990 -2.506 0.197
H -4.244 -3.968 -2.121
Br 1.670 2.023 -6.141
C 1.497 2.708 -4.318
C 0.730 1.719 -3.475
Br -1.146 1.562 -4.070
H 0.915 3.624 -4.392
H 2.486 2.994 -3.974
H 0.594 2.164 -2.488
H 1.139 0.718 -3.395
```

=====

7.
ORCA calculation (wB97M-V/def2-TZVPD) on a molecular structure, C3H4N2O.

Computed properties:
Kohn-Sham gap: 10.023 eV
E_HOMO: -9.3 eV
ΔE to the lowest compared entry with this formula, charge and spin: 4.499 eV
LUMO energy: 0.7 eV

The geometry in XYZ format:
```
10
C3H4N2O, DFT wB97M-V/def2-TZVPD
O -0.121 0.001 1.848
C 0.190 0.041 0.525
C -0.159 -1.012 -0.503
C -0.462 -0.018 -1.334
N -0.223 1.098 -0.404
N 1.224 0.888 0.052
H -0.863 -0.610 1.946
H -0.076 -2.089 -0.545
H -0.826 0.080 -2.350
H 1.315 1.621 0.765
```

=====

8.
ORCA calculation (wB97M-V/def2-TZVPD) on a molecular structure, C13H18N6O9RuS at a distorted geometry.

Computed properties:
Spin multiplicity: 2
Kohn-Sham gap (spin up / spin down): 8.337 / 8.115 eV
E_HOMO (spin up / spin down): -12.0 / -12.1 eV
ΔE to the lowest compared entry with this formula, charge and spin: 2.537 eV
Net charge: +1
LUMO energy (spin up / spin down): -3.6 / -4.0 eV

The geometry in XYZ format:
```
48
C13H18N6O9RuS, DFT wB97M-V/def2-TZVPD
Ru -0.175 0.171 -0.042
N -0.840 0.819 1.815
C -0.433 0.058 3.003
C 0.179 -1.261 2.578
O 0.431 -2.147 3.352
O 0.364 -1.344 1.280
H -0.351 1.705 1.749
H -1.835 1.004 1.766
H -1.269 -0.136 3.669
H 0.320 0.624 3.548
N -1.106 -2.266 -0.452
N -2.426 -2.312 -0.889
C -2.992 -1.190 -1.341
N -4.229 -1.268 -1.825
S -2.176 0.305 -1.323
H -0.506 -2.810 -1.064
H -1.007 -2.604 0.496
H -2.924 -3.190 -0.884
H -4.734 -2.137 -1.887
H -4.680 -0.434 -2.160
C 3.040 -0.725 -0.488
C 2.790 0.359 0.497
C 3.963 0.951 1.204
O 1.666 0.801 0.750
H 3.837 -0.413 -1.166
H 2.157 -0.984 -1.062
H 3.393 -1.604 0.057
H 4.713 0.191 1.419
H 3.652 1.458 2.113
H 4.423 1.683 0.533
O 0.773 1.529 -1.798
C 0.232 2.486 -1.200
O -0.496 2.221 -0.172
C 0.399 3.886 -1.653
C 0.221 4.940 -0.766
C 0.374 6.226 -1.239
C 0.670 6.512 -2.557
C 0.833 5.433 -3.403
C 0.714 4.124 -2.985
N 1.142 5.694 -4.832
O 1.269 4.727 -5.552
O 1.246 6.851 -5.170
N 0.198 7.351 -0.289
O 0.007 7.062 0.875
O 0.259 8.471 -0.740
H -0.030 4.773 0.271
H 0.767 7.527 -2.910
H 0.863 3.311 -3.680
```

=====

9.
ORCA calculation (wB97M-V/def2-TZVPD) on 9 unconnected molecules or ions with the total composition C23H51Cl8N5O5 at a distorted geometry.

Computed properties:
Kohn-Sham gap: 9.491 eV
E_HOMO: -9.3 eV
ΔE to the lowest compared entry with this formula, charge and spin: 0.000 eV
SMILES: CN(C)C=O.CN(C)C=O.CN(C)C=O.CN(C)C=O.CN(C)C=O.ClCCCl.ClCCCl.ClCCCl.ClCCCl
LUMO energy: 0.2 eV

The geometry in XYZ format:
```
92
C23H51Cl8N5O5, DFT wB97M-V/def2-TZVPD
C 1.994 -3.937 -3.998
O 3.052 -4.420 -3.647
N 1.408 -2.860 -3.445
C 0.140 -2.366 -3.909
C 1.995 -2.194 -2.308
H 1.424 -4.372 -4.838
H -0.643 -2.501 -3.145
H -0.185 -2.898 -4.799
H 0.181 -1.285 -4.073
H 2.970 -2.622 -2.110
H 2.125 -1.135 -2.550
H 1.335 -2.297 -1.442
C -3.074 -5.031 3.315
O -3.220 -6.066 2.703
N -2.815 -3.826 2.756
C -2.682 -3.675 1.318
C -2.770 -2.615 3.550
H -3.150 -5.001 4.415
H -3.540 -3.125 0.921
H -2.529 -4.633 0.839
H -1.804 -3.040 1.153
H -1.743 -2.232 3.609
H -3.409 -1.846 3.113
H -3.107 -2.829 4.562
C -5.626 1.281 3.433
O -6.114 1.285 4.539
N -4.304 1.372 3.162
C -3.764 1.210 1.830
C -3.334 1.698 4.179
H -6.229 1.197 2.510
H -4.556 1.032 1.105
H -3.144 0.310 1.881
H -3.129 2.040 1.519
H -3.695 1.404 5.163
H -2.396 1.171 4.008
H -3.139 2.771 4.192
C -0.783 4.213 2.068
O -0.861 3.303 2.871
N 0.359 4.814 1.665
C 0.322 5.863 0.672
C 1.664 4.331 2.076
H -1.680 4.631 1.583
H 0.609 5.501 -0.317
H 1.012 6.662 0.951
H -0.671 6.308 0.651
H 2.251 4.025 1.204
H 2.202 5.072 2.664
H 1.540 3.429 2.674
C -0.571 0.125 -1.044
O -0.268 0.525 -2.161
N 0.183 0.211 0.060
C -0.432 0.035 1.371
C 1.480 0.856 0.042
H -1.563 -0.305 -0.831
H 0.319 -0.422 2.019
H -1.267 -0.658 1.346
H -0.667 1.015 1.792
H 1.905 0.922 1.039
H 2.154 0.371 -0.657
H 1.359 1.896 -0.294
Cl 2.649 5.086 -3.136
C 1.439 3.807 -2.962
C 1.791 2.533 -3.669
Cl 3.242 1.739 -3.007
H 0.469 4.155 -3.326
H 1.270 3.632 -1.898
H 1.950 2.714 -4.729
H 0.990 1.814 -3.511
Cl 1.549 -1.934 4.166
C 2.070 -3.573 3.681
C 1.001 -4.222 2.833
Cl 0.993 -3.510 1.208
H 2.215 -4.162 4.586
H 3.011 -3.472 3.150
H 0.034 -4.066 3.302
H 1.212 -5.287 2.764
Cl -2.484 2.881 -5.054
C -1.644 1.319 -5.317
C -2.536 0.151 -4.960
Cl -3.793 -0.142 -6.175
H -0.726 1.279 -4.733
H -1.325 1.333 -6.358
H -2.998 0.351 -3.994
H -1.947 -0.754 -4.817
Cl 4.490 -1.119 -0.225
C 6.007 -1.271 -1.107
C 6.676 0.065 -1.357
Cl 7.093 0.912 0.146
H 5.845 -1.750 -2.072
H 6.695 -1.873 -0.515
H 6.049 0.740 -1.940
H 7.594 -0.066 -1.927
```

=====

10.
ORCA calculation (wB97M-V/def2-TZVPD) on a molecular structure, C31H54BClN2O25S2 at a distorted geometry.

Computed properties:
Kohn-Sham gap: 7.299 eV
E_HOMO: -8.9 eV
LUMO energy: -1.6 eV

The geometry in XYZ format:
```
116
C31H54BClN2O25S2, DFT wB97M-V/def2-TZVPD
C -1.549 0.690 0.010
B -1.202 2.282 -0.080
O -0.969 2.779 -1.404
C -1.091 3.191 1.238
C -2.019 3.037 2.443
Cl -3.374 1.832 2.460
C -1.910 3.829 3.680
C -0.839 4.887 3.743
N -0.665 5.696 4.860
S 0.657 6.623 4.345
N 0.976 6.080 2.811
C 0.072 5.052 2.537
C -0.035 4.212 1.284
S 1.153 4.563 -0.045
H -2.646 0.606 -0.240
H -0.877 0.111 -0.677
H -1.415 0.413 1.101
H -0.147 2.330 -1.705
H -2.605 3.642 4.541
H 2.379 4.835 0.552
C 3.304 1.261 -5.525
O 2.204 1.796 -6.261
C 1.081 1.939 -5.544
O 0.945 1.660 -4.380
O 0.138 2.445 -6.345
C -1.125 2.652 -5.707
H 4.155 1.189 -6.202
H 3.575 1.922 -4.700
H 3.071 0.262 -5.157
H -1.030 3.368 -4.890
H -1.533 1.707 -5.346
H -1.806 3.063 -6.450
C 4.189 -5.582 -5.664
O 4.295 -4.242 -6.149
C 3.123 -3.609 -6.273
O 2.040 -4.070 -6.016
O 3.364 -2.374 -6.734
C 2.193 -1.578 -6.916
H 5.196 -5.992 -5.606
H 3.750 -5.596 -4.666
H 3.604 -6.195 -6.352
H 1.675 -1.433 -5.966
H 1.529 -2.033 -7.652
H 2.507 -0.605 -7.290
C -6.704 5.810 -6.560
O -5.461 5.417 -5.980
C -5.527 5.149 -4.669
O -6.514 5.213 -3.983
O -4.303 4.796 -4.257
C -4.221 4.478 -2.866
H -6.529 6.001 -7.618
H -7.441 5.011 -6.469
H -7.071 6.728 -6.098
H -4.859 3.626 -2.628
H -4.489 5.342 -2.257
H -3.188 4.208 -2.647
C 1.476 -6.141 -9.223
O 2.087 -7.362 -8.803
C 2.549 -8.119 -9.807
O 2.487 -7.854 -10.979
O 3.091 -9.223 -9.277
C 3.629 -10.130 -10.239
H 1.142 -5.613 -8.330
H 2.196 -5.511 -9.748
H 0.608 -6.341 -9.853
H 4.434 -9.659 -10.805
H 2.846 -10.489 -10.909
H 4.038 -10.981 -9.698
C 1.023 2.799 4.989
O 1.531 1.681 5.719
C 1.830 0.621 4.958
O 1.706 0.550 3.762
O 2.292 -0.350 5.761
C 2.653 -1.551 5.079
H 0.816 3.595 5.701
H 1.763 3.160 4.271
H 0.094 2.536 4.484
H 3.458 -1.364 4.367
H 1.787 -1.984 4.577
H 3.010 -2.259 5.826
C -3.343 -0.490 4.350
O -2.835 -1.606 5.087
C -2.535 -2.671 4.334
O -2.656 -2.750 3.139
O -2.075 -3.635 5.143
C -1.712 -4.840 4.470
H -3.551 0.310 5.060
H -2.604 -0.135 3.637
H -4.273 -0.754 3.844
H -0.906 -4.656 3.758
H -2.577 -5.276 3.968
H -1.356 -5.544 5.221
C -7.459 2.588 8.442
O -6.853 1.375 8.887
C -6.385 0.600 7.901
O -6.437 0.847 6.722
O -5.847 -0.494 8.451
C -5.305 -1.417 7.507
H -7.799 3.129 9.323
H -6.735 3.208 7.912
H -8.322 2.377 7.809
H -4.496 -0.956 6.939
H -6.084 -1.786 6.838
H -4.898 -2.261 8.062
C 4.990 1.109 6.084
O 6.333 1.535 6.312
C 7.205 0.534 6.478
O 6.947 -0.642 6.449
O 8.417 1.068 6.683
C 9.454 0.108 6.877
H 4.375 1.999 5.964
H 4.924 0.518 5.169
H 4.615 0.543 6.936
H 9.565 -0.523 5.993
H 9.256 -0.500 7.761
H 10.384 0.653 7.032
```

=====

11.
ORCA calculation (wB97M-V/def2-TZVPD) on a molecular structure, C3H5CuLiO3 at a distorted geometry.

Computed properties:
Spin multiplicity: 2
Kohn-Sham gap (spin up / spin down): 9.111 / 4.427 eV
E_HOMO (spin up / spin down): -18.1 / -16.9 eV
ΔE to the lowest compared entry with this formula, charge and spin: 3.513 eV
Net charge: +2
LUMO energy (spin up / spin down): -9.0 / -12.5 eV

The geometry in XYZ format:
```
13
C3H5CuLiO3, DFT wB97M-V/def2-TZVPD
H -1.353 1.573 1.210
O 1.555 -0.240 0.175
C 0.799 -1.279 -0.253
C -0.487 -0.954 -0.986
O -1.546 -0.691 -0.043
C -1.897 0.506 0.326
O -1.042 1.448 0.099
Li 3.089 -0.552 1.444
Cu 0.986 1.907 -0.702
H 0.647 -2.017 0.563
H 1.479 -1.850 -0.945
H -0.818 -1.843 -1.531
H -0.377 -0.128 -1.699
```

=====

12.
ORCA calculation (wB97M-V/def2-TZVPD) on a molecular structure, C4H5NO2 at a distorted geometry.

Computed properties:
Kohn-Sham gap: 7.838 eV
E_HOMO: -7.6 eV
ΔE to the lowest compared entry with this formula, charge and spin: 4.800 eV
LUMO energy: 0.2 eV

The geometry in XYZ format:
```
12
C4H5NO2, DFT wB97M-V/def2-TZVPD
C -2.067 0.402 0.128
C -0.560 0.203 0.032
C -0.008 -0.981 -0.350
O 1.362 -0.960 -0.350
C 1.856 0.160 0.032
O 3.208 -0.044 0.000
N 0.221 1.217 0.354
H -2.411 1.230 0.761
H -2.502 0.530 -0.870
H -2.425 -0.520 0.586
H -0.451 -1.918 -0.603
H 3.777 0.680 0.280
```

=====

Values of E_tot, in order: -917.1216; -286.4668; -268.9738; -264.8506; -327.0028; -7428.9316; -301.3219; -2004.5714; -5238.5081; -4485.5853; -1990.1982; -360.4930, all in a.u..